{"formula": "C28H42Ge2MnN4O", "method": "ωB97M-V with the def2-TZVPD basis set", "total_charge": 3, "s2": 6.30, "e_homo_ev": [-15.85, -15.84], "multiplicity": 5, "molar_mass_g_mol": 650.83, "e_lumo_ha": [-0.37762, -0.37807], "elements": ["Mn", "C", "C", "Ge", "C", "C", "C", "C", "Ge", "C", "C", "C", "C", "C", "C", "C", "C", "C", "C", "H", "H", "H", "H", "H", "H", "H", "H", "H", "H", "H", "H", "H", "H", "H", "H", "H", "H", "H", "H", "H", "H", "H", "H", "H", "H", "N", "C", "N", "N", "C", "N", "H", "H", "H", "H", "C", "C", "C", "C", "C", "C", "C", "O", "C", "C", "C", "H", "H", "H", "H", "H", "H", "H", "H", "H", "H", "H", "H"], "coordinates": [[1.25608, 0.92162, 0.10566], [-0.54193, 0.26218, 4.75731], [-0.10416, 1.04357, 3.51159], [0.03164, -0.23045, 2.04816], [1.15882, -1.77373, 2.45828], [0.27704, -3.01683, 2.60870], [-1.69461, -0.71632, 1.36884], [-2.29698, 0.04700, 0.44630], [-1.24402, 1.54932, -0.14278], [-0.53876, 1.60564, -1.99368], [-1.15026, 2.80360, -2.72891], [-1.74532, 3.27508, 0.56697], [-3.19038, 3.61103, 0.15329], [-3.65679, -0.08934, -0.09762], [-3.99293, 0.55721, -1.28664], [-5.26518, 0.45502, -1.82518], [-6.22200, -0.29854, -1.16422], [-5.90284, -0.94557, 0.02380], [-4.62881, -0.84373, 0.55595], [-0.63667, 0.93889, 5.60673], [0.18092, -0.50498, 5.03747], [-1.51286, -0.21684, 4.61701], [0.86294, 1.53076, 3.65220], [-0.83820, 1.79959, 3.22809], [1.67949, -1.52174, 3.38289], [1.92362, -1.91510, 1.69430], [-0.44091, -2.91412, 3.42355], [0.90693, -3.87763, 2.83548], [-0.28146, -3.24267, 1.69858], [-2.18935, -1.60227, 1.76454], [-0.78280, 0.64759, -2.45297], [0.55337, 1.69586, -2.00722], [-2.22456, 2.68767, -2.86737], [-0.69853, 2.87544, -3.71875], [-0.96993, 3.74806, -2.21615], [-1.02896, 4.00998, 0.19717], [-1.65468, 3.23272, 1.65314], [-3.29828, 3.71983, -0.92520], [-3.47265, 4.56109, 0.60812], [-3.90090, 2.85774, 0.49265], [-3.24079, 1.14219, -1.81437], [-5.51160, 0.95567, -2.75193], [-7.22161, -0.37669, -1.57023], [-6.65534, -1.52658, 0.54010], [-4.40353, -1.33597, 1.49468], [1.82350, 5.27307, 3.92210], [2.68890, 5.36840, 2.92195], [3.62882, 6.29008, 2.91822], [2.64785, 4.53946, 1.86589], [2.11377, 3.51404, 1.45283], [1.72016, 2.53944, 0.90083], [1.86203, 5.89585, 4.71513], [1.08793, 4.58843, 3.90375], [3.72354, 6.96747, 3.65957], [4.28369, 6.33065, 2.15195], [4.12518, -5.23167, -4.56197], [3.40002, -4.33793, -3.61817], [2.17491, -4.75166, -3.06828], [1.46285, -3.95520, -2.21817], [0.16198, -4.46753, -1.65547], [1.99827, -2.64443, -1.89364], [1.19683, -1.83716, -1.13590], [1.47318, -0.62478, -0.73821], [3.28870, -2.23900, -2.41254], [3.92679, -0.92325, -2.07808], [3.94119, -3.09209, -3.25541], [3.44383, -5.62171, -5.31981], [4.50583, -6.10097, -4.01595], [4.96303, -4.73560, -5.04413], [1.79000, -5.72999, -3.32934], [0.04626, -5.52159, -1.89355], [-0.69487, -3.94410, -2.08653], [0.11644, -4.37138, -0.57001], [0.21960, -2.20430, -0.83592], [4.06368, -0.81271, -1.00152], [3.31886, -0.08966, -2.43370], [4.90203, -0.85089, -2.55265], [4.90295, -2.80457, -3.66163]], "forces_ev_per_angstrom": [[1.154, 0.760, -0.238], [-0.037, 0.040, 0.028], [0.155, 0.197, -0.085], [-0.787, -0.461, 0.871], [0.224, 0.119, -0.244], [0.098, -0.057, 0.055], [-0.167, -0.249, -0.139], [-0.127, -0.202, -0.017], [-1.167, 0.394, -0.242], [0.220, -0.035, 0.260], [0.053, -0.020, -0.103], [0.168, 0.079, 0.099], [-0.004, 0.083, 0.089], [0.154, -0.039, 0.024], [0.045, 0.042, -0.073], [0.090, 0.063, -0.036], [-0.068, -0.022, 0.009], [0.022, -0.047, 0.067], [-0.168, -0.104, 0.113], [-0.014, -0.016, 0.006], [0.001, 0.013, -0.011], [0.016, 0.015, -0.008], [-0.033, -0.008, 0.090], [0.008, 0.022, 0.098], [0.021, -0.058, 0.021], [0.017, -0.078, 0.024], [0.003, 0.006, -0.011], [-0.038, -0.008, 0.015], [0.023, 0.012, -0.006], [-0.019, 0.048, -0.003], [0.018, -0.008, -0.041], [0.073, 0.066, -0.215], [0.020, 0.018, -0.009], [-0.041, 0.011, -0.001], [0.025, -0.024, 0.008], [-0.058, 0.070, 0.028], [-0.039, 0.036, -0.001], [0.018, -0.011, 0.009], [-0.003, -0.014, -0.025], [0.024, 0.004, 0.010], [-0.068, -0.037, -0.037], [0.015, 0.005, 0.013], [0.010, -0.014, 0.001], [0.009, 0.013, -0.004], [-0.010, 0.024, -0.029], [-0.043, 0.026, 0.107], [-0.114, -0.241, -0.083], [0.061, 0.065, 0.007], [0.325, 0.513, 0.024], [-0.070, -0.351, -0.194], [-0.063, 0.579, 0.457], [-0.014, -0.006, -0.009], [0.021, 0.015, -0.006], [-0.002, -0.004, -0.008], [-0.029, -0.013, 0.002], [-0.020, -0.027, 0.055], [0.040, -0.023, -0.037], [0.065, -0.082, -0.079], [0.000, 0.106, 0.087], [0.047, 0.078, -0.047], [0.269, -0.330, -0.282], [-0.154, 0.742, 0.400], [0.025, -1.625, -0.816], [-0.149, 0.078, 0.092], [0.005, -0.038, -0.022], [0.054, -0.127, -0.087], [0.002, 0.015, -0.001], [-0.001, 0.019, 0.007], [-0.006, 0.009, 0.004], [0.019, 0.013, -0.013], [0.009, 0.001, -0.016], [0.012, 0.017, 0.016], [0.009, -0.008, -0.006], [-0.089, -0.010, 0.081], [-0.015, 0.009, 0.014], [-0.013, 0.005, 0.007], [0.004, -0.018, 0.000], [-0.023, -0.013, -0.016]]}